ORCA calculation (the ωB97M-V functional and the def2-TZVPD basis) on a cluster of 2 separate species, C4H4 in total at a distorted geometry.

energy above the lowest of the compared OMol25 structures with the same formula, charge and spin = 95.3 kcal per mole
net charge = 0
E_tot = -154.5687 a.u.
HOMO energy = -10.552 eV
Kohn-Sham gap = 10.075 eV

Positions of all 8 atoms, in Å:
C -2.91 0.84 -0.30
C -2.74 0.35 0.79
C 2.63 0.58 -0.17
C 1.65 -0.20 -0.41
H -2.60 0.10 1.77
H 2.70 1.70 0.20
H 3.63 0.31 -0.47
H -3.15 0.98 -1.33